DFT (wB97M-V/def2-TZVPD) results for a molecular structure, C15H43FHfN3O6 at a distorted geometry.

Energy = -1359.873882 a.u.
Energy relative to the best compared isomer or geometry (same formula, charge and spin) = 2.2 kcal/mol
HOMO energy = -16.8 eV
HOMO-LUMO gap = 4.690 eV
Net charge = +3
E_LUMO = -12.12 eV

Geometry (Å):
Hf  -2.3008  -1.3161  -1.0639
F  -0.5445  -0.3945  -1.6521
C  2.1863  1.8615  -2.3697
O  0.8748  2.4372  -2.4118
H  2.3273  1.3317  -3.3136
H  2.8597  2.7177  -2.4000
H  2.4627  1.2847  -1.4844
H  0.2027  1.7540  -2.3580
C  1.6780  3.2381  1.4663
C  1.9016  1.7827  1.8230
C  1.7938  1.4676  3.2960
O  1.9832  0.0742  3.4957
C  3.2553  -0.2609  4.0177
N  0.9586  0.9014  1.0840
H  2.2804  3.9108  2.0733
H  0.6346  3.5174  1.6305
H  1.8925  3.3848  0.4074
H  2.8866  1.4086  1.5061
H  0.7652  1.7015  3.6080
H  2.3873  2.0945  3.9617
H  4.0737  0.3993  3.7060
H  3.6202  -1.2248  3.6386
H  3.2505  -0.3479  5.1063
H  1.1068  0.9368  0.0783
H  1.2484  -0.0399  1.3387
C  -0.4488  -3.9771  2.0492
C  -0.0288  -2.6918  1.3216
C  1.4963  -2.6259  1.2348
O  1.8249  -1.7856  0.1445
C  3.2512  -1.5892  0.0413
N  -0.6051  -2.6626  -0.1168
H  0.0797  -4.0752  2.9927
H  -0.2833  -4.8181  1.3735
H  -1.5180  -3.8892  2.2548
H  -0.3729  -1.8343  1.9020
H  1.9001  -3.6191  0.9895
H  1.9162  -2.3332  2.2009
H  3.5776  -1.0645  0.9452
H  3.3966  -0.9749  -0.8391
H  3.8261  -2.5166  0.0333
H  -0.5980  -3.6635  -0.3500
H  0.3082  -2.3350  -0.5355
C  -2.2058  2.2806  2.1132
C  -2.5507  1.5330  0.8457
C  -2.3116  2.3492  -0.4047
O  -2.4950  1.4627  -1.5084
C  -2.4910  2.1941  -2.7283
N  -1.8313  0.2157  0.7253
H  -1.1486  2.5071  2.2143
H  -2.5354  1.7004  2.9827
H  -2.8324  3.1687  2.2093
H  -3.6251  1.3070  0.8469
H  -1.3073  2.7778  -0.3608
H  -3.1147  3.0851  -0.4470
H  -2.3566  1.5729  -3.6134
H  -1.6188  2.8519  -2.8323
H  -3.3556  2.8494  -2.8524
H  -2.0342  -0.2441  1.6296
H  -0.8102  0.4732  0.9974
C  -2.5908  -1.2514  -4.4610
C  -2.0816  -2.6482  -4.2488
O  -1.3917  -2.5418  -2.9641
O  -3.1382  -0.6558  -3.2536
H  -3.3533  -1.3191  -5.2399
H  -1.7707  -0.6263  -4.8151
H  -1.3744  -2.8848  -5.0385
H  -2.8943  -3.3630  -4.1359
H  -0.5344  -2.9867  -2.9220
H  -3.7533  0.0278  -3.5643